# 1
DFT (ωB97M-V with the def2-TZVPD basis set) results for a structure of composition C52H59InN4SSb.

## Properties
**Multiplicity**: 1
**Energy relative to the best compared isomer or geometry (same formula, charge and spin)**: 0.0 kJ/mol
**E_tot**: -83385.3458 eV
**Net charge**: +1
**LUMO level**: -2.521 eV
**Frontier orbital gap**: 6.8 eV

Each line ends with the Löwdin charge.
CARTESIAN COORDINATES (ANGSTROEM)
1 In 0.580 -0.157 0.048  0.79
2 C 1.095 -0.292 -3.122  -0.07
3 N 0.002 -0.698 -2.227  -0.25
4 C -1.247 -0.029 -2.606  -0.09
5 C -0.222 -2.130 -2.166  -0.21
6 C -0.022 -2.934 -3.276  -0.02
7 C -0.232 -4.301 -3.219  -0.08
8 C -0.634 -4.861 -2.017  -0.08
9 C -0.838 -4.070 -0.901  -0.03
10 C -0.671 -2.677 -0.942  -0.24
11 N -0.816 -1.817 0.140  -0.01
12 C -1.188 -2.257 1.402  -0.23
13 C -2.254 -3.152 1.604  -0.05
14 C -2.608 -3.599 2.863  -0.08
15 C -1.915 -3.158 3.982  -0.09
16 C -0.901 -2.233 3.814  -0.03
17 C -0.547 -1.763 2.556  -0.20
18 N 0.527 -0.796 2.424  -0.24
19 C 0.264 0.434 3.186  -0.08
20 C 1.821 -1.367 2.847  -0.04
21 H 0.851 -0.462 -4.174  0.09
22 H 2.002 -0.834 -2.862  0.10
23 H 1.276 0.774 -2.982  0.08
24 H -1.556 -0.322 -3.616  0.11
25 H -1.116 1.052 -2.565  0.07
26 H -2.017 -0.324 -1.902  0.06
27 H 0.297 -2.491 -4.210  0.11
28 H -0.078 -4.915 -4.095  0.11
29 H -0.788 -5.930 -1.942  0.11
30 H -1.115 -4.550 0.025  0.10
31 H -2.795 -3.499 0.737  0.11
32 H -3.424 -4.303 2.966  0.11
33 H -2.156 -3.536 4.966  0.11
34 H -0.363 -1.877 4.684  0.12
35 H 0.216 0.254 4.264  0.10
36 H -0.677 0.868 2.864  0.03
37 H 1.062 1.153 2.986  0.09
38 H 1.880 -1.447 3.938  0.10
39 H 2.631 -0.727 2.494  0.08
40 H 1.951 -2.355 2.415  0.10
41 C 7.100 -2.215 0.037  -0.04
42 C 5.596 -2.271 0.006  -0.26
43 C 4.943 -3.487 0.128  -0.02
44 C 3.556 -3.540 0.056  -0.27
45 C 2.829 -4.848 0.196  -0.03
46 C 2.854 -2.360 -0.125  -0.04
47 C 3.463 -1.092 -0.181  -0.28
48 C 4.867 -1.095 -0.136  0.00
49 N 2.686 0.058 -0.325  -0.01
50 C 3.229 1.411 -0.215  -0.47
51 C 4.003 1.667 1.090  -0.07
52 C 4.490 3.118 1.150  -0.28
53 C 5.388 3.412 -0.057  -0.11
54 C 4.591 3.211 -1.350  -0.28
55 C 3.393 4.161 -1.363  -0.11
56 C 2.501 3.848 -0.160  -0.27
57 C 3.291 4.069 1.132  -0.11
58 C 2.049 2.390 -0.231  -0.18
59 C 4.105 1.761 -1.437  -0.07
60 H 7.523 -3.218 0.049  0.07
61 H 7.456 -1.687 0.923  0.08
62 H 7.485 -1.691 -0.839  0.08
63 H 5.506 -4.399 0.285  0.11
64 H 3.468 -5.594 0.669  0.08
65 H 2.525 -5.232 -0.779  0.08
66 H 1.925 -4.737 0.799  0.07
67 H 1.776 -2.433 -0.204  0.08
68 H 5.424 -0.176 -0.230  0.09
69 H 4.853 0.991 1.177  0.11
70 H 3.338 1.458 1.938  0.11
71 H 5.059 3.264 2.073  0.14
72 H 6.259 2.751 -0.046  0.12
73 H 5.754 4.441 -0.001  0.12
74 H 5.233 3.420 -2.210  0.14
75 H 2.827 4.051 -2.294  0.12
76 H 3.737 5.197 -1.303  0.12
77 H 1.617 4.491 -0.167  0.14
78 H 2.653 3.895 2.004  0.12
79 H 3.639 5.104 1.179  0.12
80 H 1.457 2.224 -1.143  0.10
81 H 1.404 2.178 0.638  0.04
82 H 4.961 1.092 -1.506  0.11
83 H 3.511 1.615 -2.344  0.12
84 S -1.137 1.894 0.225  0.23
85 Sb -3.352 1.491 0.808  1.40
86 C -3.362 1.124 2.910  -0.34
87 C -2.822 2.147 3.683  -0.14
88 C -2.711 1.981 5.054  -0.06
89 C -3.139 0.798 5.645  -0.06
90 C -3.677 -0.215 4.867  -0.07
91 C -3.787 -0.060 3.491  -0.11
92 C -4.292 3.367 0.527  -0.35
93 C -5.559 3.406 -0.043  -0.12
94 C -6.208 4.623 -0.187  -0.07
95 C -5.596 5.790 0.247  -0.06
96 C -4.328 5.748 0.811  -0.07
97 C -3.668 4.536 0.947  -0.13
98 C -4.456 0.201 -0.482  -0.35
99 C -5.011 -0.999 -0.066  -0.11
100 C -5.617 -1.826 -1.002  -0.06
101 C -5.665 -1.454 -2.336  -0.05
102 C -5.146 -0.230 -2.739  -0.06
103 C -4.543 0.604 -1.812  -0.15
104 H -2.482 3.067 3.223  0.09
105 H -2.294 2.774 5.660  0.11
106 H -3.057 0.670 6.716  0.11
107 H -4.012 -1.135 5.325  0.11
108 H -4.193 -0.866 2.894  0.08
109 H -6.042 2.494 -0.376  0.09
110 H -7.190 4.659 -0.639  0.11
111 H -6.105 6.738 0.137  0.11
112 H -3.851 6.661 1.142  0.11
113 H -2.665 4.510 1.356  0.09
114 H -4.983 -1.290 0.974  0.08
115 H -6.048 -2.767 -0.683  0.11
116 H -6.119 -2.114 -3.063  0.11
117 H -5.207 0.071 -3.776  0.12
118 H -4.145 1.564 -2.122  0.11

# 2
DFT (ωB97M-V with the def2-TZVPD basis set) results for a cluster of 11 separate species, C66H165N11O22 in total.

## Properties
**Multiplicity**: 1
**Structure (SMILES)**: COCCNCCOC.COCCNCCOC.COCCNCCOC.COCCNCCOC.COCCNCCOC.COCCNCCOC.COCCNCCOC.COCCNCCOC.COCCNCCOC.COCCNCCOC.COCCNCCOC
**Energy relative to the best compared isomer or geometry (same formula, charge and spin)**: 368.8 kJ/mol
**E_tot**: -132536.0494 eV
**LUMO level**: 0.559 eV
**Frontier orbital gap**: 8.8 eV

Each line ends with the Löwdin charge.
CARTESIAN COORDINATES (ANGSTROEM)
1 C -2.257 1.676 2.890  -0.10
2 O -2.333 1.390 4.262  -0.24
3 C -3.513 0.719 4.687  -0.17
4 C -3.209 0.175 6.070  -0.23
5 N -2.862 1.215 7.034  -0.04
6 C -3.982 1.963 7.560  -0.21
7 C -3.574 2.931 8.639  -0.24
8 O -2.833 4.015 8.103  -0.19
9 C -2.111 4.727 9.083  -0.12
10 H -2.846 2.555 2.615  0.08
11 H -2.670 0.863 2.275  0.07
12 H -1.211 1.805 2.620  0.08
13 H -3.686 -0.133 4.018  0.11
14 H -4.398 1.361 4.681  0.12
15 H -2.361 -0.507 5.967  0.03
16 H -4.034 -0.468 6.391  0.13
17 H -2.227 1.795 6.493  0.10
18 H -4.715 1.322 8.059  0.12
19 H -4.508 2.438 6.719  0.12
20 H -2.986 2.413 9.404  0.12
21 H -4.462 3.330 9.144  0.12
22 H -1.241 4.148 9.412  0.09
23 H -2.722 4.818 9.992  0.08
24 H -1.856 5.717 8.721  0.09
25 C 4.989 -2.463 -2.433  -0.11
26 O 5.229 -1.460 -1.459  -0.19
27 C 4.006 -0.907 -0.973  -0.21
28 C 4.406 0.002 0.178  -0.16
29 N 3.254 0.783 0.638  -0.06
30 C 3.555 1.664 1.782  -0.19
31 C 3.810 0.906 3.062  -0.21
32 O 5.132 0.343 3.032  -0.22
33 C 5.385 -0.524 4.118  -0.11
34 H 5.967 -2.898 -2.631  0.09
35 H 4.541 -2.098 -3.359  0.07
36 H 4.359 -3.253 -2.012  0.08
37 H 3.397 -1.765 -0.664  0.11
38 H 3.464 -0.375 -1.763  0.10
39 H 5.214 0.667 -0.146  0.13
40 H 4.775 -0.637 0.972  0.11
41 H 2.778 1.270 -0.128  0.06
42 H 2.666 2.275 1.966  0.10
43 H 4.356 2.358 1.510  0.11
44 H 3.115 0.058 3.106  0.11
45 H 3.732 1.464 3.999  0.10
46 H 6.276 -1.088 3.838  0.09
47 H 4.611 -1.283 4.263  0.09
48 H 5.589 0.061 5.018  0.09
49 C 2.962 4.119 5.132  -0.16
50 O 4.177 4.831 5.174  -0.17
51 C 5.074 4.478 4.093  -0.16
52 C 4.971 5.486 2.954  -0.17
53 N 3.879 5.123 2.028  -0.05
54 C 3.884 5.981 0.837  -0.19
55 C 4.896 5.558 -0.243  -0.22
56 O 4.390 5.886 -1.519  -0.21
57 C 4.448 7.246 -1.865  -0.11
58 H 3.037 3.107 5.549  0.09
59 H 2.570 3.923 4.126  0.07
60 H 2.246 4.685 5.726  0.11
61 H 4.919 3.418 3.884  0.11
62 H 6.071 4.470 4.540  0.12
63 H 5.888 5.406 2.364  0.12
64 H 4.867 6.481 3.397  0.12
65 H 3.048 5.284 2.588  0.00
66 H 4.109 7.022 1.098  0.12
67 H 2.873 5.952 0.429  0.11
68 H 5.137 4.493 -0.233  0.11
69 H 5.889 5.989 -0.061  0.12
70 H 5.468 7.646 -1.852  0.09
71 H 3.907 7.866 -1.137  0.08
72 H 3.963 7.409 -2.824  0.09
73 C -5.130 -3.990 -6.832  -0.09
74 O -3.738 -3.775 -6.656  -0.20
75 C -3.394 -3.334 -5.364  -0.22
76 C -1.944 -2.873 -5.368  -0.21
77 N -1.644 -2.072 -6.549  -0.04
78 C -0.212 -1.858 -6.756  -0.19
79 C 0.503 -1.384 -5.505  -0.22
80 O 0.812 -2.448 -4.609  -0.20
81 C 1.168 -1.919 -3.344  -0.09
82 H -5.558 -4.666 -6.091  0.09
83 H -5.266 -4.277 -7.872  0.09
84 H -5.606 -3.004 -6.742  0.09
85 H -3.401 -4.149 -4.627  0.11
86 H -4.072 -2.552 -5.007  0.11
87 H -1.260 -3.728 -5.300  0.11
88 H -1.790 -2.323 -4.435  0.11
89 H -2.070 -2.502 -7.357  0.10
90 H -0.022 -1.202 -7.610  0.10
91 H 0.256 -2.774 -7.152  0.12
92 H -0.147 -0.667 -4.997  0.09
93 H 1.446 -0.900 -5.774  0.11
94 H 0.339 -1.347 -2.912  0.07
95 H 2.076 -1.322 -3.471  0.07
96 H 1.300 -2.771 -2.677  0.09
97 C -0.671 6.997 -2.310  -0.12
98 O -1.083 6.030 -3.227  -0.19
99 C -0.134 5.723 -4.207  -0.24
100 C -0.777 4.853 -5.256  -0.20
101 N -1.100 3.573 -4.636  -0.06
102 C -1.648 2.592 -5.583  -0.17
103 C -2.033 1.348 -4.811  -0.23
104 O -3.086 1.588 -3.878  -0.19
105 C -3.514 0.339 -3.334  -0.10
106 H 0.259 6.696 -1.810  0.08
107 H -1.420 7.168 -1.539  0.08
108 H -0.494 7.949 -2.830  0.09
109 H 0.787 5.263 -3.826  0.11
110 H 0.212 6.664 -4.666  0.13
111 H -0.167 4.719 -6.149  0.12
112 H -1.692 5.377 -5.573  0.12
113 H -1.715 3.688 -3.841  0.10
114 H -0.934 2.391 -6.381  0.10
115 H -2.536 3.074 -6.016  0.12
116 H -1.199 0.969 -4.205  0.10
117 H -2.232 0.512 -5.495  0.11
118 H -4.190 0.644 -2.541  0.07
119 H -2.711 -0.297 -2.940  0.08
120 H -3.965 -0.234 -4.150  0.09
121 C 2.104 6.272 3.467  -0.13
122 O 1.466 6.065 2.219  -0.20
123 C 0.407 5.145 2.310  -0.20
124 C -0.345 5.166 0.982  -0.21
125 N -1.465 4.240 0.936  -0.03
126 C -1.971 4.027 -0.428  -0.18
127 C -3.048 2.958 -0.373  -0.22
128 O -4.191 3.479 0.262  -0.18
129 C -5.245 2.584 0.536  -0.10
130 H 2.835 7.077 3.410  0.11
131 H 2.590 5.407 3.923  0.02
132 H 1.309 6.632 4.132  0.12
133 H -0.311 5.435 3.086  0.13
134 H 0.755 4.119 2.475  0.12
135 H 0.362 4.961 0.171  0.09
136 H -0.602 6.221 0.805  0.12
137 H -2.228 4.649 1.468  0.12
138 H -1.106 3.616 -0.953  0.09
139 H -2.321 4.958 -0.883  0.12
140 H -2.575 2.103 0.132  0.10
141 H -3.350 2.568 -1.353  0.11
142 H -4.950 1.759 1.194  0.06
143 H -5.644 2.071 -0.346  0.09
144 H -6.001 3.193 1.023  0.09
145 C -4.536 -0.889 -0.067  -0.13
146 O -4.152 -2.131 0.440  -0.18
147 C -3.745 -2.124 1.808  -0.20
148 C -3.199 -3.499 2.137  -0.20
149 N -4.241 -4.499 2.423  -0.05
150 C -3.850 -5.870 2.210  -0.22
151 C -2.628 -6.278 3.014  -0.25
152 O -2.189 -7.541 2.585  -0.19
153 C -1.141 -8.099 3.365  -0.09
154 H -5.300 -0.434 0.575  0.08
155 H -5.025 -1.013 -1.035  0.09
156 H -3.729 -0.165 -0.226  0.07
157 H -4.620 -1.894 2.428  0.12
158 H -3.013 -1.326 1.955  0.09
159 H -2.603 -3.383 3.045  0.11
160 H -2.568 -3.858 1.318  0.11
161 H -5.042 -4.206 1.879  0.11
162 H -3.808 -6.167 1.152  0.12
163 H -4.670 -6.514 2.551  0.12
164 H -2.849 -6.189 4.084  0.13
165 H -1.798 -5.585 2.800  0.11
166 H -1.393 -8.020 4.425  0.08
167 H -0.196 -7.592 3.154  0.08
168 H -1.115 -9.137 3.043  0.09
169 C 2.627 -0.096 -8.761  -0.10
170 O 2.818 0.589 -7.538  -0.20
171 C 1.865 1.613 -7.296  -0.22
172 C 1.983 2.212 -5.901  -0.19
173 N 3.180 3.058 -5.843  -0.04
174 C 3.593 3.244 -4.451  -0.18
175 C 4.516 2.085 -3.994  -0.22
176 O 5.346 1.671 -5.055  -0.20
177 C 6.135 0.547 -4.696  -0.08
178 H 3.616 -0.432 -9.068  0.09
179 H 2.132 0.542 -9.495  0.09
180 H 2.040 -1.013 -8.646  0.07
181 H 0.855 1.214 -7.442  0.10
182 H 2.067 2.397 -8.034  0.13
183 H 2.018 1.419 -5.144  0.11
184 H 1.146 2.883 -5.709  0.09
185 H 3.964 2.556 -6.252  0.09
186 H 2.762 3.337 -3.757  0.08
187 H 4.210 4.139 -4.328  0.11
188 H 3.901 1.264 -3.597  0.10
189 H 5.108 2.354 -3.111  0.12
190 H 5.486 -0.287 -4.424  0.07
191 H 6.741 0.797 -3.820  0.09
192 H 6.800 0.335 -5.527  0.09
193 C 0.343 1.143 5.051  -0.08
194 O 0.564 -0.167 5.548  -0.16
195 C -0.630 -0.776 5.991  -0.26
196 C -0.307 -2.114 6.623  -0.19
197 N -1.517 -2.902 6.841  -0.04
198 C -1.205 -4.260 7.297  -0.21
199 C -0.457 -5.156 6.336  -0.23
200 O 0.946 -4.973 6.358  -0.20
201 C 1.598 -5.624 5.292  -0.10
202 H -0.590 1.231 4.483  0.05
203 H 1.134 1.391 4.346  0.07
204 H 0.288 1.809 5.916  0.10
205 H -1.224 -0.993 5.094  0.12
206 H -1.263 -0.221 6.694  0.10
207 H 0.243 -1.963 7.564  0.13
208 H 0.461 -2.569 5.996  0.10
209 H -2.011 -2.475 7.616  0.11
210 H -2.168 -4.710 7.552  0.12
211 H -0.680 -4.288 8.265  0.12
212 H -0.842 -4.911 5.335  0.10
213 H -0.663 -6.216 6.513  0.12
214 H 1.227 -5.183 4.359  0.06
215 H 1.484 -6.710 5.338  0.09
216 H 2.655 -5.367 5.339  0.09
217 C 2.286 3.478 -1.073  -0.06
218 O 2.248 2.155 -1.588  -0.23
219 C 0.996 1.823 -2.189  -0.18
220 C -0.025 1.280 -1.180  -0.18
221 N 0.485 0.095 -0.523  -0.05
222 C -0.414 -0.590 0.380  -0.19
223 C 0.403 -1.442 1.326  -0.23
224 O -0.367 -2.245 2.171  -0.18
225 C 0.407 -2.811 3.200  -0.09
226 H 3.266 3.668 -0.648  0.07
227 H 1.508 3.596 -0.312  0.08
228 H 2.152 4.184 -1.897  0.08
229 H 1.163 1.025 -2.915  0.10
230 H 0.576 2.654 -2.765  0.10
231 H -0.951 0.958 -1.671  0.11
232 H -0.318 2.041 -0.437  0.09
233 H 1.377 0.250 -0.065  0.06
234 H -1.119 -1.226 -0.172  0.11
235 H -0.988 0.217 0.866  0.09
236 H 0.967 -0.715 1.928  0.12
237 H 1.153 -1.983 0.736  0.12
238 H 0.986 -2.050 3.730  0.09
239 H 0.992 -3.638 2.784  0.09
240 H -0.190 -3.285 3.983  0.06
241 C -0.147 -4.503 -0.485  -0.12
242 O -0.351 -5.203 -1.684  -0.18
243 C -1.704 -5.563 -1.893  -0.21
244 C -1.864 -6.317 -3.202  -0.21
245 N -3.167 -6.957 -3.249  -0.06
246 C -3.562 -7.625 -4.477  -0.20
247 C -2.747 -8.872 -4.821  -0.21
248 O -3.203 -9.864 -3.896  -0.20
249 C -2.516 -11.085 -4.049  -0.12
250 H -0.789 -3.616 -0.456  0.07
251 H 0.894 -4.190 -0.429  0.08
252 H -0.373 -5.098 0.408  0.09
253 H -2.266 -4.627 -1.985  0.12
254 H -2.068 -6.186 -1.072  0.12
255 H -1.109 -7.119 -3.215  0.12
256 H -1.597 -5.664 -4.034  0.11
257 H -3.198 -7.662 -2.520  0.11
258 H -3.386 -6.963 -5.332  0.12
259 H -4.606 -7.901 -4.349  0.12
260 H -1.683 -8.689 -4.641  0.11
261 H -2.906 -9.202 -5.851  0.12
262 H -2.729 -11.824 -3.279  0.08
263 H -1.440 -10.880 -3.990  0.09
264 H -2.726 -11.559 -5.014  0.09